--- 1 ---
Molecular formula: C6H3N5
Method: DFT, ωB97M-V with the def2-TZVPD basis set

Geometry as ORCA input:
```
! wB97M-V def2-TZVPD RIJCOSX def2/J DEFGRID3
* xyz 0 1
C 1.14 -2.58 -1.11
C -0.96 -1.19 1.31
C 0.43 -1.78 -0.28
C 0.26 -0.22 -0.32
C 0.51 1.98 -0.85
C -0.29 2.22 0.34
N 1.65 -3.11 -1.99
N -0.42 -2.20 0.67
N 0.73 0.73 -1.12
N -0.85 1.31 1.07
N -0.58 0.02 0.77
H -1.76 -1.24 2.10
H 0.79 2.85 -1.35
H -0.65 3.20 0.76
*
```

* SMILES: N#Cc1ncn2nccnc12
* highest occupied orbital energy (alpha / beta): -0.3219 / -0.3219 hartree
* Kohn-Sham gap (alpha / beta): 0.28118 / 0.28121 hartree

Atom charges from the Mulliken analysis, given in e for atoms 1 to 6: 0.344, 0.030, 0.248, 0.321, -0.180, 0.003



--- 2 ---
Molecular formula: C6H3N5
Method: DFT, ωB97M-V with the def2-TZVPD basis set

Geometry as ORCA input:
```
! wB97M-V def2-TZVPD RIJCOSX def2/J DEFGRID3
* xyz 0 1
C -3.51 0.80 0.13
C 2.02 -1.60 0.23
C 1.02 -0.60 -0.06
C 1.16 0.77 -0.11
C 0.16 1.73 -0.18
C -2.24 1.17 -0.04
N -4.61 0.46 0.29
N 1.44 -2.76 0.19
N 0.16 -2.56 -0.17
N -1.11 1.47 -0.14
N -0.13 -1.33 -0.29
H 3.05 -1.47 0.48
H 2.17 1.15 -0.08
H 0.42 2.78 -0.25
*
```

* highest occupied orbital energy (alpha / beta): -0.3230 / -0.3229 hartree
* Kohn-Sham gap (alpha / beta): 0.24958 / 0.24950 hartree

Atom charges from the Mulliken analysis, given in e for atoms 1 to 6: -0.047, -0.258, 0.567, -0.429, -0.181, 0.613



Stability, descending: 1, 2



--- 1 ---
Molecular formula: H2N3O2S
Method: DFT, ωB97M-V with the def2-TZVPD basis set

Geometry as ORCA input:
```
! wB97M-V def2-TZVPD RIJCOSX def2/J DEFGRID3
* xyz -1 1
N -1.65 -0.37 0.04
N 0.92 -0.05 -0.07
N 1.65 0.78 0.52
O 2.83 0.87 0.15
O -1.97 -1.39 0.65
S -2.74 0.70 -0.43
H -0.31 0.00 0.07
H 1.28 -0.53 -0.93
*
```

* highest occupied orbital energy: -0.1582 hartree
* Kohn-Sham gap: 0.30142 hartree

Atom charges from the Mulliken analysis, given in e for atoms 1 to 6: 0.069, -0.185, -0.095, -0.543, -0.486, -0.400



--- 2 ---
Molecular formula: H2N3O2S
Method: DFT, ωB97M-V with the def2-TZVPD basis set

Geometry as ORCA input:
```
! wB97M-V def2-TZVPD RIJCOSX def2/J DEFGRID3
* xyz -1 1
N -1.78 0.33 2.00
N 0.85 0.00 -0.58
N 1.29 -1.18 -1.27
O 1.71 -0.93 -2.40
O -0.80 -0.46 1.87
S -2.15 1.47 0.96
H 0.31 -0.18 0.33
H 0.57 0.95 -0.89
*
```

* highest occupied orbital energy: -0.1203 hartree
* Kohn-Sham gap: 0.26818 hartree

Atom charges from the Mulliken analysis, given in e for atoms 1 to 6: 0.069, -0.267, 0.072, -0.435, -0.514, -0.510



Stability, descending: 1, 2



--- 1 ---
Molecular formula: C2H6OP2
Method: DFT, ωB97M-V with the def2-TZVPD basis set

Geometry as ORCA input:
```
! wB97M-V def2-TZVPD RIJCOSX def2/J DEFGRID3
* xyz 0 1
C -0.40 -1.30 0.45
C -1.59 -0.47 0.31
O -1.57 -1.64 -0.30
P 1.10 -1.04 -0.70
P 0.64 2.53 0.14
H -0.33 -1.90 1.45
H -1.82 0.56 0.01
H 1.99 -1.96 0.06
H 1.58 0.10 0.00
H -0.20 1.56 -0.63
H 0.59 3.55 -0.78
*
```

* highest occupied orbital energy (alpha / beta): -0.2430 / -0.2344 hartree
* Kohn-Sham gap (alpha / beta): 0.14674 / 0.13060 hartree

Atom charges from the Mulliken analysis, given in e for atoms 1 to 6: 0.100, -0.191, -0.263, -0.070, -0.061, 0.284



--- 2 ---
Molecular formula: C2H6OP2
Method: DFT, ωB97M-V with the def2-TZVPD basis set

Geometry as ORCA input:
```
! wB97M-V def2-TZVPD RIJCOSX def2/J DEFGRID3
* xyz 0 1
C 1.26 0.16 0.35
C -0.27 0.17 0.52
O 1.68 1.02 -0.38
P -0.85 -1.66 0.19
P -0.74 1.69 -0.37
H 1.86 -0.70 0.83
H -0.35 0.47 1.60
H 0.38 -2.24 0.57
H -0.33 -1.76 -1.07
H -2.08 1.36 -0.54
H -0.57 1.49 -1.70
*
```

* SMILES: O=CC(P)P
* highest occupied orbital energy: -0.3419 hartree
* Kohn-Sham gap: 0.37055 hartree

Atom charges from the Mulliken analysis, given in e for atoms 1 to 6: 0.009, -0.239, -0.456, 0.005, -0.072, 0.311



Stability, descending: 2, 1



--- 1 ---
Molecular formula: BrHNO2S
Method: DFT, ωB97M-V with the def2-TZVPD basis set

Geometry as ORCA input:
```
! wB97M-V def2-TZVPD RIJCOSX def2/J DEFGRID3
* xyz -1 1
N 0.51 0.40 0.50
O -1.32 0.02 -1.44
O -1.50 -0.94 0.90
S -0.69 -0.75 -0.36
Br 1.99 1.22 -0.79
H 1.01 0.06 1.19
*
```

* highest occupied orbital energy: -0.1490 hartree
* Kohn-Sham gap: 0.26905 hartree

And the Mulliken charges, in e, turn out to be: -0.414, -0.532, -0.582, 0.481, -0.222, 0.268



--- 2 ---
Molecular formula: BrHNO2S
Method: DFT, ωB97M-V with the def2-TZVPD basis set

Geometry as ORCA input:
```
! wB97M-V def2-TZVPD RIJCOSX def2/J DEFGRID3
* xyz -1 1
N -1.27 -0.52 0.15
O -0.07 -2.62 0.68
O 0.25 -1.91 -1.59
S -0.75 -2.16 -0.58
Br -2.41 0.28 -1.08
H -0.07 0.24 0.20
*
```

* highest occupied orbital energy: -0.1528 hartree
* Kohn-Sham gap: 0.27957 hartree

And the Mulliken charges, in e, turn out to be: -0.425, -0.593, -0.537, 0.458, -0.158, 0.256



Stability, descending: 1, 2